Entry from the OMol25 dataset: a single C6H6N2O3S2 molecule in a non-equilibrium geometry (ωB97M-V/def2-TZVPD).

```
19
Properties=species:S:1:pos:R:3:forces:R:3
S -0.80969 -1.81798 1.64961 2.9 -3.5 3.8
S 0.22532 2.52859 -0.55949 0.0 0.1 -0.1
O -1.21810 -3.14481 1.21670 1.1 0.7 -2.9
O 1.47320 -0.70444 -2.06386 -0.8 0.8 0.7
O 0.43956 -1.83857 2.50407 -2.4 1.5 -3.1
N 0.50057 -1.30610 -1.14815 0.7 0.4 -0.2
N -2.00575 -1.63576 2.68086 -2.5 1.5 0.1
C 1.40167 0.68575 -1.88744 0.0 -2.2 -0.4
C 0.48848 0.85338 -0.94199 -1.2 3.5 1.8
C 1.92080 1.92168 -2.39064 1.3 -1.5 -1.0
C 1.38460 2.97693 -1.75527 -0.2 -0.3 -0.3
C -0.03728 -0.32826 -0.45478 0.7 -0.4 -1.5
C -1.02987 -0.34510 0.64711 0.5 -1.3 -0.6
H -2.47620 -2.51650 2.52744 -0.7 0.1 0.6
H -1.60245 -1.60428 3.56635 0.5 0.3 2.1
H 1.59851 3.96029 -2.12074 -0.2 0.6 0.6
H -0.87997 0.47455 1.31394 0.8 0.5 0.8
H -2.06062 -0.14790 0.37606 -0.3 -0.9 -0.5
H 2.68721 1.98853 -3.15980 -0.3 0.1 0.1
```
Forces are in eV/Å.

- HOMO-LUMO gap (eV) = 9.9
- electronic energy (eV) = -37108.347
- maximum force (hartree/bohr) = 0.116
- ΔE to the lowest compared entry with this formula, charge and spin (kcal/mol) = 28.6
- 2S+1 = 1
- highest occupied orbital energy (Eh) = -0.3574

Here are the Mulliken charges for atoms 1 to 6, given in e: number 1, S, carries 1.16; number 2, S, carries -0.22; number 3, O, carries -0.69; number 4, O, carries -0.26; number 5, O, carries -0.66; number 6, N, carries -0.41